<1>
Formula: C5H10N2O
Source: OMol25
Level of theory: ωB97M-V/def2-TZVPD

Last column: Löwdin charge in e.
Element x y z (Å)
C -2.38 1.52 0.13  -0.036
C -1.54 0.28 0.27  -0.391
C 0.66 -0.64 -0.49  -0.390
N 1.26 -1.22 -1.60  0.079
N 2.72 -0.49 0.78  0.028
C -0.66 -0.04 -0.69  -0.047
C 1.35 -0.36 0.61  -0.190
O -1.59 -0.30 1.52  0.019
H -1.16 -1.17 1.46  0.113
H 2.08 -1.76 -1.31  0.081
H 0.62 -1.80 -2.13  0.090
H 3.18 -0.35 -0.12  0.077
H 3.07 0.20 1.44  0.084
H -0.75 0.43 -1.66  0.114
H 0.90 0.15 1.47  0.121
H -3.45 1.29 0.09  0.077
H -2.18 2.17 0.99  0.090
H -2.10 2.09 -0.76  0.082

As for the HOMO-LUMO gap: 7.772 eV. The calculation puts the LUMO energy at 0.91 eV. Its structure (SMILES) is C/C(O)=C/C(N)=C/N. As for the spin multiplicity: 1.



<2>
Formula: C5H10N2O
Source: OMol25
Level of theory: ωB97M-V/def2-TZVPD

Last column: Löwdin charge in e.
Element x y z (Å)
C 0.14 -0.29 1.02  -0.406
C 0.83 1.09 1.15  -0.147
C 0.80 0.65 -1.07  -0.167
C -0.10 -0.49 -0.46  -0.564
C -0.39 -1.85 -1.00  0.007
H -1.68 0.47 1.09  0.192
H 0.53 -1.16 1.61  0.168
H 0.20 1.66 1.88  0.124
H 1.93 1.00 1.43  0.131
H -0.38 2.28 -0.34  0.135
H 0.74 0.65 -2.30  0.162
H 1.89 0.22 -0.88  0.135
H -0.76 -2.59 -0.29  0.114
H 0.17 -1.99 -1.87  0.074
H -2.18 -0.72 -0.46  0.126
N 0.57 1.81 -0.15  -0.056
N -1.31 -0.56 -1.09  0.056
O -1.01 -0.18 1.70  -0.085

As for the HOMO-LUMO gap: 9.647 eV. The calculation puts the LUMO energy at 0.79 eV. Its structure (SMILES) is O[C@@H]1CNC[C@@]12CN2. As for the spin multiplicity: 1.



<3>
Formula: C5H10N2O
Source: OMol25
Level of theory: ωB97M-V/def2-TZVPD

Last column: Löwdin charge in e.
Element x y z (Å)
C 2.15 0.30 -0.30  -0.223
C 0.25 1.22 0.42  -0.109
C -1.32 1.03 -0.16  -0.143
C -0.83 -1.38 -0.27  -0.134
C 0.53 -1.10 0.50  -0.224
H 2.18 1.38 -1.02  0.191
H 0.73 2.06 -0.19  0.108
H 0.24 1.68 1.45  0.134
H -2.23 1.62 0.26  0.141
H -1.16 1.32 -1.16  0.066
H -2.74 -0.52 -0.11  0.050
H -0.56 -1.43 -1.31  0.095
H -1.44 -2.38 -0.12  0.149
H 0.59 -1.27 1.64  0.172
H 1.12 -1.89 0.16  0.111
N 0.98 0.05 0.19  -0.205
N -1.83 -0.33 0.08  -0.084
O 3.32 -0.35 -0.06  -0.096

As for the HOMO-LUMO gap: 9.574 eV. The calculation puts the LUMO energy at 0.81 eV. Its structure (SMILES) is O=CN1CCNCC1. As for the spin multiplicity: 1.



Result of the stability comparison: <1> is the most stable of them.



<1>
Formula: C5H3NO
Source: OMol25
Level of theory: ωB97M-V/def2-TZVPD

Last column: Löwdin charge in e.
Element x y z (Å)
O -0.05 -1.22 0.25  0.071
C -0.31 -0.26 -0.67  -0.289
C -0.15 0.96 -0.10  -0.075
C 0.39 0.79 1.24  -0.083
C 0.37 -0.60 1.37  -0.085
C -0.64 -0.63 -1.99  -0.133
N -0.93 -0.86 -3.09  0.168
H -0.33 1.94 -0.52  0.130
H 1.24 1.20 0.57  0.165
H 0.53 -1.28 2.20  0.130

As for the HOMO-LUMO gap (alpha / beta): 9.233 / 9.234 eV. The calculation puts the LUMO energy (alpha / beta) at -0.25 / -0.25 eV. Its structure (SMILES) is N#Cc1ccco1. As for the spin multiplicity: 1.



<2>
Formula: C5H3NO
Source: OMol25
Level of theory: ωB97M-V/def2-TZVPD

Last column: Löwdin charge in e.
Element x y z (Å)
O 0.65 0.88 1.34  0.035
C -0.20 0.08 0.51  -0.455
C 1.26 0.11 0.31  -0.067
C -0.90 0.56 -0.66  -0.033
C -1.08 0.73 -1.85  0.152
C -0.75 -1.03 1.29  -0.115
N -1.11 -1.91 1.94  0.179
H 1.78 -0.83 0.47  0.132
H 1.63 0.76 -0.48  0.129
H -1.25 0.91 -2.89  0.042

As for the HOMO-LUMO gap: 11.278 eV. The calculation puts the LUMO energy at 0.72 eV. Its structure (SMILES) is C#C[C@@]1(C#N)CO1. As for the spin multiplicity: 1.



Result of the stability comparison: <1> is the most stable of them.



<1>
Formula: C5H3NO
Source: OMol25
Level of theory: ωB97M-V/def2-TZVPD

Last column: Löwdin charge in e.
Element x y z (Å)
N 3.40 0.45 -0.77  0.150
C 2.42 0.62 -0.17  -0.221
C 0.25 -0.16 0.35  0.008
C 1.24 0.65 0.64  -0.066
O -2.12 1.01 -0.40  0.059
C -2.00 -0.19 -0.46  -0.259
C -0.77 -0.90 0.00  -0.028
H 1.22 1.26 1.53  0.123
H -2.83 -0.84 -0.80  0.119
H -0.77 -1.98 0.13  0.115

As for the HOMO-LUMO gap: 9.868 eV. The calculation puts the LUMO energy at -0.55 eV. Its structure (SMILES) is N#CC=C=CC=O. As for the spin multiplicity: 1.



<2>
Formula: C5H3NO
Source: OMol25
Level of theory: ωB97M-V/def2-TZVPD

Last column: Löwdin charge in e.
Element x y z (Å)
O 0.61 1.16 1.67  0.083
C 0.26 0.16 1.08  -0.225
C 0.40 0.34 -0.48  -0.113
C -0.57 -0.13 -1.46  -0.137
C -1.35 -0.47 -2.31  0.123
C 0.31 -0.59 2.36  -0.179
N 0.48 -1.02 3.43  0.148
H 1.39 -0.08 -0.70  0.132
H 0.53 1.44 -0.56  0.135
H -2.06 -0.80 -3.04  0.034

As for the HOMO-LUMO gap: 9.769 eV. The calculation puts the LUMO energy at -0.56 eV. As for the spin multiplicity: 1.



Result of the stability comparison: <1> is the most stable of them.



<1>
Formula: C5H3NO
Source: OMol25
Level of theory: ωB97M-V/def2-TZVPD

Last column: Löwdin charge in e.
Element x y z (Å)
N -1.69 0.09 -2.18  0.142
C -1.00 -0.53 -1.48  -0.269
C -0.19 -1.40 -0.71  -0.083
C 0.32 -1.23 0.51  -0.175
O 0.81 -1.27 1.55  0.198
C 0.76 1.61 1.28  0.001
C 0.05 1.87 0.35  0.005
H 0.02 -2.39 -1.09  0.123
H 1.39 1.35 2.11  0.034
H -0.58 2.09 -0.48  0.024

As for the HOMO-LUMO gap: 10.041 eV. The calculation puts the LUMO energy at 0.09 eV. Its structure (SMILES) is N#CC=C=O.C#C. As for the spin multiplicity: 1.



<2>
Formula: C5H3NO
Source: OMol25
Level of theory: ωB97M-V/def2-TZVPD

Last column: Löwdin charge in e.
Element x y z (Å)
O -3.18 -0.57 0.07  0.173
C -2.20 0.04 0.20  -0.135
C 0.74 -0.81 -0.33  -0.106
C 0.62 0.60 0.15  -0.312
C 1.83 0.22 -0.07  0.058
C -1.52 1.21 0.53  -0.032
N -0.30 1.55 0.55  0.086
H 0.46 -1.06 -1.36  0.085
H 0.60 -1.64 0.37  0.084
H 2.89 0.41 -0.09  0.100

As for the HOMO-LUMO gap: 7.859 eV. The calculation puts the LUMO energy at -1.28 eV. Its structure (SMILES) is O=C=C=NC1=CC1. As for the spin multiplicity: 1.



<3>
Formula: C5H3NO
Source: OMol25
Level of theory: ωB97M-V/def2-TZVPD

Last column: Löwdin charge in e.
Element x y z (Å)
C -2.45 -0.23 1.59  0.118
C -1.37 -0.14 0.92  -0.264
C -0.10 -0.29 0.24  -0.310
C 0.17 -0.87 -0.96  -0.036
O 1.29 -0.33 -1.45  -0.017
N 1.77 0.64 -0.61  0.091
C 0.95 0.67 0.40  -0.094
H -1.00 0.82 0.18  0.219
H -0.32 -1.64 -1.53  0.150
H 1.06 1.37 1.22  0.143

As for the HOMO-LUMO gap: 8.853 eV. The calculation puts the LUMO energy at -0.91 eV. As for the spin multiplicity: 1.



Result of the stability comparison: <1> is the most stable of them.



<1>
Formula: C4H7N2O2
Source: OMol25
Level of theory: ωB97M-V/def2-TZVPD

Last column: Löwdin charge in e.
Element x y z (Å)
C 1.17 0.32 -1.01  -0.037
C 0.86 1.55 -0.43  -0.067
C 0.43 -0.84 -0.94  -0.042
C -1.53 -1.56 0.34  -0.206
N -0.75 -0.96 -0.38  0.163
N -0.18 1.80 0.33  0.208
O -0.71 -2.30 1.98  -0.132
O -2.75 -1.75 0.51  0.239
H 2.09 0.27 -1.58  0.118
H 1.53 2.38 -0.62  0.150
H 0.80 -1.72 -1.47  0.153
H -0.84 1.07 0.57  0.120
H -0.33 2.73 0.71  0.148
H 0.14 -2.67 1.77  0.005
H -2.96 -2.22 1.34  0.181

As for the HOMO-LUMO gap (alpha / beta): 8.246 / 8.246 eV. The calculation puts the LUMO energy (alpha / beta) at -5.52 / -5.52 eV. Its total charge is +1. As for the spin multiplicity: 1.



<2>
Formula: C4H7N2O2
Source: OMol25
Level of theory: ωB97M-V/def2-TZVPD

Last column: Löwdin charge in e.
Element x y z (Å)
C -0.31 -1.03 -0.85  -0.238
C -0.48 1.08 0.19  -0.341
C 1.03 -1.46 -1.29  -0.098
C -0.57 1.32 1.74  0.042
N -0.96 -0.27 -0.07  0.189
N -0.23 1.75 -0.85  0.208
O -0.39 -2.16 -1.48  0.211
O 1.76 -1.96 -0.29  0.111
H 1.55 -1.44 -2.25  0.180
H 0.32 1.58 2.17  0.062
H -0.96 0.53 2.27  0.053
H -1.28 2.14 1.75  0.094
H -1.96 -0.29 0.37  0.253
H -0.02 2.76 -0.80  0.105
H 2.48 -2.57 -0.61  0.169

As for the HOMO-LUMO gap: 10.997 eV. The calculation puts the LUMO energy at -4.03 eV. Its structure (SMILES) is [H]/N=C(C)/[NH+]=C1/O[C@@H]1O. Its total charge is +1. As for the spin multiplicity: 1.



Result of the stability comparison: <1> is the most stable of them.



<1>
Formula: C6H13NO2S
Source: OMol25
Level of theory: ωB97M-V/def2-TZVPD

Last column: Löwdin charge in e.
Element x y z (Å)
C -2.49 2.05 -0.79  -0.100
C 2.30 0.79 0.95  -0.076
C 0.61 -1.71 0.86  -0.077
C 0.27 -1.05 -1.55  -0.063
C 1.09 0.70 0.04  -0.222
C 0.48 -0.65 -0.13  -0.376
N -2.28 1.46 0.29  -0.144
O -2.11 -0.56 1.80  -0.377
O -2.80 -1.02 -0.54  -0.407
S -1.95 -0.25 0.42  0.661
H -2.60 3.10 -0.65  0.060
H -2.68 1.56 -1.79  0.102
H 3.15 0.06 0.79  0.114
H 1.91 0.61 1.86  0.030
H 2.69 1.76 1.01  0.066
H 0.93 -1.27 1.87  0.112
H -0.44 -2.13 0.90  0.094
H 1.37 -2.52 0.53  0.133
H 1.35 -1.38 -1.91  0.156
H -0.04 -0.17 -2.17  0.101
H -0.44 -1.76 -1.54  0.026
H 1.21 1.16 -0.91  0.112
H 0.45 1.22 0.65  0.075

As for the HOMO-LUMO gap (alpha / beta): 7.975 / 7.976 eV. The calculation puts the LUMO energy (alpha / beta) at -0.50 / -0.50 eV. As for the spin multiplicity: 1.



<2>
Formula: C6H13NO2S
Source: OMol25
Level of theory: ωB97M-V/def2-TZVPD

Last column: Löwdin charge in e.
Element x y z (Å)
C 1.28 -2.01 1.17  -0.244
C 0.14 0.05 -2.67  -0.162
C -1.60 1.25 1.76  -0.086
C -0.78 0.96 -2.04  -0.300
C -1.46 1.49 0.30  -0.189
C -1.07 0.65 -0.58  -0.157
N 1.08 -3.23 1.74  0.073
O 2.12 0.94 1.37  -0.436
O 2.61 -1.76 1.07  -0.459
S 2.99 -0.14 0.42  0.945
H -0.41 -0.82 -2.99  0.078
H 0.58 0.43 -3.60  0.080
H 0.97 -0.23 -2.03  0.048
H -2.63 1.22 1.99  0.063
H -1.06 2.00 2.19  0.041
H -1.07 0.36 2.07  0.074
H -1.70 1.13 -2.79  0.154
H -0.34 1.98 -1.96  0.107
H -1.48 2.56 0.03  0.121
H 0.12 -3.54 1.85  0.088
H -1.23 -0.40 -0.45  0.103
H 1.76 -3.87 1.98  0.065
H 1.19 0.98 1.16  -0.008

As for the HOMO-LUMO gap: 9.527 eV. The calculation puts the LUMO energy at 0.65 eV. As for the spin multiplicity: 1.



<3>
Formula: C6H13NO2S
Source: OMol25
Level of theory: ωB97M-V/def2-TZVPD

Last column: Löwdin charge in e.
Element x y z (Å)
C -0.19 0.75 1.69  -0.148
C -0.77 1.24 0.39  -0.189
C 0.37 -0.14 0.61  -0.351
C -2.25 0.94 0.13  -0.079
C 2.18 0.41 -1.76  -0.085
C -0.03 -1.54 0.32  -0.259
N 1.05 -2.56 0.35  0.001
O 2.97 -0.60 0.54  -0.353
O 2.18 1.78 0.56  -0.341
S 1.99 0.41 0.12  0.684
H 0.52 1.43 2.27  0.132
H -0.96 0.28 2.28  0.111
H -0.21 2.09 -0.07  0.122
H -3.01 1.48 0.75  0.089
H -2.29 -0.07 0.42  0.028
H -2.52 0.95 -1.04  0.126
H 2.72 1.47 -1.89  0.118
H 2.82 -0.41 -1.91  0.021
H 1.28 0.32 -2.29  0.028
H -0.73 -2.00 1.07  0.139
H -0.47 -1.60 -0.58  0.075
H 1.66 -2.37 -0.43  0.048
H 1.56 -2.49 1.24  0.084

As for the HOMO-LUMO gap: 9.952 eV. The calculation puts the LUMO energy at 0.72 eV. Its structure (SMILES) is C[C@H]1C[C@]1(CN)S(C)(=O)=O. As for the spin multiplicity: 1.



Result of the stability comparison: <3> is the most stable of them.